9
Properties=species:S:1:pos:R:3:forces:R:3 method="wB97M-V/def2-TZVPD" homo_lumo_gap_ev=9.934 smiles="ClN1C=NCO1" total_charge=0 largest_force_ev_per_a=4.84 multiplicity=1 homo_energy_ha=-0.3673 relative_energy_kcal_mol=88.2
Cl 0.5546 -2.2626 0.1234 0.6 -0.1 -0.2
N 0.0016 -0.9668 -0.9067 -3.2 0.4 1.5
C 0.8450 0.1689 -0.8271 -1.0 0.6 2.5
N 0.5405 1.0556 0.0373 1.6 -0.7 -1.4
C -0.6440 0.6012 0.6592 -0.7 2.0 1.6
O -1.2225 -0.3943 -0.0366 0.7 -2.3 -4.2
H 1.7038 0.1463 -1.4093 1.4 0.1 -1.1
H -0.5079 0.1403 1.6134 0.9 0.6 1.4
H -1.2711 1.5115 0.7464 -0.3 -0.7 0.0

11
Properties=species:S:1:pos:R:3:forces:R:3 method="wB97M-V/def2-TZVPD" homo_lumo_gap_ev=9.673 total_charge=0 largest_force_ev_per_a=1.25 multiplicity=1 homo_energy_ha=-0.3288 relative_energy_kcal_mol=120.6
C -1.3405 -0.5309 0.1978 -0.1 -0.2 0.1
C 0.0924 1.1963 -0.8351 0.3 0.3 0.0
O -0.3813 0.4788 0.6083 -0.2 0.1 -0.2
C 0.9946 0.4849 0.1061 0.0 0.0 -0.1
C 1.5729 -0.8123 -0.2329 0.4 -1.0 -0.3
N 2.0818 -1.8179 -0.4971 -0.6 1.1 0.3
H -1.7348 -0.9585 1.1189 0.1 -0.1 -0.1
H -2.1132 -0.0086 -0.3676 0.1 -0.2 0.2
H -0.8725 -1.2864 -0.4348 0.0 0.1 0.1
H 0.0807 2.2400 -0.4919 0.2 0.0 -0.1
H 1.6198 1.0145 0.8284 -0.1 -0.2 0.0

21
Properties=species:S:1:pos:R:3:forces:R:3 method="wB97M-V/def2-TZVPD" homo_lumo_gap_ev="7.403 / 8.176" total_charge=0 largest_force_ev_per_a=5.66 multiplicity=1 homo_energy_ha="-0.3110 / -0.3107" relative_energy_kcal_mol=80.0
C -0.6285 -0.8312 0.5174 1.1 -0.8 -3.1
C -1.2817 -1.1557 -0.6519 -1.0 1.6 3.0
C -2.4204 0.0597 1.2289 0.4 -0.8 -0.7
C 2.7710 -0.0379 0.2946 0.4 1.0 -0.3
C 2.4647 0.7211 -0.7389 -0.4 -1.0 -0.5
C -0.8504 -1.8757 -1.8275 -1.8 -1.2 1.3
C -3.3273 0.5845 2.2421 -3.8 -4.0 -1.3
C 3.1866 1.9119 -1.2840 -2.3 -0.1 -0.8
N -1.1488 -0.1171 1.4489 -0.7 0.5 1.3
F 3.8043 0.2524 1.0467 0.2 -0.4 0.7
F 1.3904 0.3006 -1.4527 0.0 0.4 -0.4
S -2.9752 -0.6505 -0.2779 1.5 0.3 0.2
H -0.4377 -1.3672 -2.5969 1.5 2.1 -2.1
H -0.1883 -2.5782 -1.4427 1.4 -1.5 0.1
H -1.6933 -2.3755 -2.2341 -0.8 -0.8 -0.5
H -3.5350 -0.2779 2.9861 0.9 2.0 -0.3
H -3.1235 1.5605 2.4796 0.6 2.0 1.5
H -4.3346 0.5608 1.7123 0.8 0.6 0.7
H 2.3893 2.6310 -1.5651 0.4 -0.2 0.2
H 3.7420 1.7344 -2.1953 0.3 -0.3 0.0
H 3.7490 2.3513 -0.5214 1.2 0.6 1.0

27
Properties=species:S:1:pos:R:3:forces:R:3 method="wB97M-V/def2-TZVPD" homo_lumo_gap_ev="8.943 / 5.524" total_charge=+1 largest_force_ev_per_a=5.09 multiplicity=2 homo_energy_ha="-0.4691 / -0.4662" relative_energy_kcal_mol=71.3
C 0.5477 3.6920 2.2116 3.7 0.0 0.2
C 1.8727 3.0730 1.7640 -2.4 -3.5 -1.3
H 0.4479 3.4242 3.2099 -0.6 0.2 2.0
H 0.5937 4.7017 2.0082 0.3 2.6 0.5
H -0.2799 3.4761 1.6980 -3.1 -2.0 -2.2
H 2.6909 3.4052 2.3271 1.1 0.6 0.7
H 1.6922 1.9048 2.0607 1.0 2.4 -1.1
H 2.0484 3.2141 0.6551 0.0 -0.4 1.3
C -1.6736 -1.0598 -3.3552 3.6 -0.6 -3.5
C -0.5116 -1.1044 -0.9935 0.6 -1.5 -0.4
C -1.4336 -1.6356 -2.0619 -1.1 -0.1 4.2
C -0.7577 -1.9665 0.2700 0.0 0.2 -2.7
C -2.2052 -2.5598 -1.3855 4.3 2.4 -0.9
C 1.5406 -0.3824 0.0656 -0.6 0.6 -1.7
C 1.2087 -1.1240 1.2384 -1.8 0.1 0.7
C 0.6507 -0.2826 -1.0437 -0.3 -0.6 1.6
C 0.0057 -1.7639 1.4465 1.5 0.3 -2.5
N -1.6177 -2.9042 -0.1750 0.3 2.0 1.1
H 2.4954 0.1558 0.0226 -0.5 -0.3 0.1
H 1.7745 -1.1011 2.1433 1.0 0.3 0.0
H 0.8480 0.4069 -1.8681 0.0 -0.5 0.2
H -0.0972 -2.2376 2.3610 -0.8 -1.0 1.5
H -1.0693 -1.8122 -4.1311 -1.7 1.9 1.6
H -1.0080 -0.1694 -3.3806 -0.9 -0.2 -0.5
H -3.1561 -2.8004 -1.5816 -3.2 -1.6 -1.0
H -1.9575 -3.6907 0.2853 -0.4 -1.3 1.5
H -2.6497 -0.8593 -3.7910 -0.1 -0.2 0.6

17
Properties=species:S:1:pos:R:3:forces:R:3 method="wB97M-V/def2-TZVPD" homo_lumo_gap_ev="9.038 / 6.795" total_charge=+1 largest_force_ev_per_a=4.30 multiplicity=1 homo_energy_ha="-0.5054 / -0.4778" relative_energy_kcal_mol=82.2
C -0.1516 1.6802 0.6342 -0.4 -0.4 0.6
C 1.0990 1.7296 1.4179 1.1 -2.1 -1.7
C -0.1564 -1.1864 1.1807 -0.5 2.3 3.6
C -0.1580 0.1117 0.3634 0.4 3.4 1.4
C -0.2805 -0.6926 -0.7464 1.0 -0.9 -1.2
C -0.2262 -0.7024 -2.2011 0.1 -0.6 2.4
N -0.3889 -1.8107 -0.0272 -0.6 -1.5 -2.4
H -1.0510 2.1699 1.0941 0.7 -1.0 -0.3
H 0.1359 2.2642 -0.2218 -0.7 -0.2 -1.1
H 1.1064 1.2350 2.3916 0.5 0.6 0.0
H 2.0372 1.7823 0.7440 -1.4 0.1 1.8
H 0.7892 -1.4120 1.6424 0.4 -0.2 0.2
H -0.9525 -1.1924 1.9239 -0.1 -0.5 0.0
H -0.7151 -1.5750 -2.4389 -1.5 -1.8 -1.3
H 0.7417 -0.8310 -2.5429 2.2 0.1 -0.6
H -0.6549 0.1417 -2.5418 -1.5 2.7 -1.7
H -0.7602 -2.7157 -0.2887 0.2 0.0 0.2

11
Properties=species:S:1:pos:R:3:forces:R:3 method="wB97M-V/def2-TZVPD" homo_lumo_gap_ev=9.875 smiles=CN.SS total_charge=0 largest_force_ev_per_a=1.08 multiplicity=1 homo_energy_ha=-0.3441 relative_energy_kcal_mol=13.3
C -0.7938 -0.4245 3.8091 -0.6 0.4 -0.6
N -1.2556 -0.6072 2.4231 0.4 0.0 0.1
H -0.6636 -1.3662 4.3349 0.2 0.0 0.3
H -1.5311 0.1871 4.3253 0.0 0.0 0.2
H 0.1283 0.1511 3.7600 0.1 -0.2 0.3
H -0.6206 -1.2717 1.9980 -0.3 0.0 -0.3
H -2.1952 -0.9819 2.3824 0.1 -0.1 0.1
S 0.1562 1.1834 -1.5654 -0.7 0.8 -0.3
S 1.0716 -0.5956 -1.7607 0.6 -0.7 0.3
H -0.2841 1.2364 -0.2903 0.2 -0.4 0.0
H 0.0740 -1.4798 -1.9646 -0.2 0.3 0.0